Computed, not measured: a molecular structure, C16H24As2F13MnO12Pt at a distorted geometry, with ωB97M-V/def2-TZVPD.

Values from the calculation:
spin multiplicity: 8
total energy: -8566.84640 hartree
<S²>: 15.754
orbital gap (alpha / beta): 5.785 / 5.152 eV
E_LUMO (alpha / beta): -6.03 / -6.66 eV
charge: +1
relative energy (zero: lowest compared OMol25 entry of this formula, charge and spin): 8.394 eV

```
69
Properties=species:S:1:pos:R:3:forces:R:3:lowdin_spin:R:1
Pt -21.016 13.764 15.940 1.2016 -0.2001 -4.2009 1.6739
Mn -24.821 12.847 16.725 2.2517 -0.2859 0.8287 4.8552
As -22.422 14.000 19.324 1.2395 -1.1711 1.6273 0.0121
F -22.427 12.227 19.130 -0.2077 1.4265 -0.0355 0.0052
F -20.797 13.956 19.956 -1.1930 0.0961 -0.1249 0.0069
F -22.433 15.735 19.274 -0.2033 -1.7958 0.0817 0.0078
F -23.990 13.967 18.489 -0.6614 -0.0545 -1.0451 0.0369
F -23.233 13.713 20.812 0.3314 0.8757 -0.3410 0.0002
F -21.576 13.991 17.686 -1.4664 1.4058 5.0227 0.0780
As -23.235 17.135 15.587 -0.5758 2.7949 -2.0110 0.0043
F -24.183 16.841 17.012 0.8137 -0.6642 -0.1222 0.0036
F -24.356 16.072 14.694 0.7333 0.0601 0.8153 0.0030
F -22.304 17.278 14.068 -0.8487 -0.0764 1.5264 0.0027
F -22.027 18.075 16.449 -0.9971 -1.1288 -0.5267 0.0051
F -22.170 15.662 15.882 0.2111 -0.7043 0.2170 0.0633
F -24.238 18.540 15.279 1.0095 -1.1611 -0.0419 -0.0002
F -22.880 12.858 15.952 -1.6974 -0.4967 -0.2853 0.1602
C -16.441 10.995 20.301 -0.8563 -1.0831 -0.8300 0.0000
C -17.669 10.395 19.547 2.8039 0.2696 1.1666 0.0000
C -18.897 9.915 20.295 -0.0258 -0.3411 -0.2042 0.0002
O -19.956 10.452 19.504 -0.8789 0.4267 -0.5461 0.0006
C -19.507 11.304 18.588 1.8946 0.7067 1.4824 0.0014
O -20.190 11.939 17.847 0.1425 -0.1367 -1.1743 0.0256
O -18.135 11.491 18.765 -2.1143 -0.9157 -1.3421 -0.0002
H -16.101 10.328 21.094 -0.2483 0.1783 0.3001 0.0000
H -16.742 11.974 20.669 0.4170 -1.0185 -1.7246 0.0000
H -15.590 11.050 19.626 -0.1775 0.2377 -0.2587 0.0000
H -17.188 9.570 19.016 -0.7713 0.1211 -0.9589 0.0000
H -18.961 10.256 21.329 -0.1741 0.1139 -0.0760 0.0000
H -19.077 8.845 20.216 0.5338 -0.0610 0.4244 0.0000
C -20.492 19.428 23.093 0.2710 -0.4154 -1.3324 0.0000
C -20.259 19.067 21.581 -3.2265 -1.0069 2.1444 0.0000
C -21.580 18.642 20.845 1.2743 0.0710 0.4265 0.0000
O -21.810 19.727 19.984 -0.5766 0.4186 -0.6326 0.0000
C -20.759 20.568 19.959 0.1582 0.6694 0.2039 0.0000
O -20.628 21.499 19.229 -0.1369 -0.5091 0.2463 0.0000
O -19.886 20.260 20.961 0.8288 -0.2952 -1.2410 0.0000
H -20.912 20.432 23.153 0.6500 0.2654 -0.0010 0.0000
H -19.478 19.279 23.458 -0.3169 0.5890 1.0422 0.0000
H -21.240 18.847 23.632 0.3811 -0.7009 -0.2023 0.0000
H -19.651 18.164 21.547 1.0931 0.7413 -0.4102 0.0000
H -22.387 18.474 21.556 -0.2104 0.2238 -0.2377 0.0000
H -21.414 17.751 20.239 -0.1465 -0.0336 0.0311 0.0000
C -17.230 12.737 22.551 0.4171 0.1951 -0.1000 0.0000
C -17.090 14.264 22.504 -1.5310 -0.3111 1.8108 0.0000
C -18.334 14.910 21.899 1.1129 -0.6277 -2.2796 0.0000
O -18.655 16.004 22.684 -0.1550 1.1736 0.4417 0.0000
C -17.835 16.041 23.766 0.6832 -0.5961 0.2381 0.0000
O -17.696 16.942 24.528 -0.4857 -0.5121 -0.4203 0.0000
O -17.166 14.845 23.818 0.2974 0.3840 0.8743 0.0000
H -16.603 12.292 21.776 0.2508 0.9235 2.5843 0.0000
H -18.213 12.366 22.251 -0.3479 0.4999 0.1015 0.0000
H -17.054 12.279 23.523 0.4267 0.3260 0.1004 0.0000
H -16.151 14.659 22.118 -0.0349 -0.4395 -0.5114 0.0000
H -19.179 14.241 21.751 -0.0304 0.0222 0.3569 0.0000
H -17.957 15.209 20.915 -0.8021 0.4852 -0.2412 0.0000
C -23.615 10.129 21.737 -0.8827 -0.5946 0.4840 0.0002
C -24.768 9.597 20.868 -0.0736 1.4193 -0.0363 0.0004
C -26.001 10.534 20.809 -0.6995 -1.1535 -0.6485 0.0001
O -25.851 11.194 19.534 0.0818 1.3775 -0.9761 0.0031
C -24.976 10.565 18.776 1.2755 -0.2896 3.4506 0.0080
O -24.574 10.935 17.687 -0.9100 0.8445 -1.4575 0.0392
O -24.389 9.599 19.471 0.1154 -0.3854 -1.5510 0.0029
H -23.210 11.109 21.489 -0.3674 0.0284 -0.4213 0.0000
H -22.780 9.441 21.853 -0.1542 -0.1885 -0.2560 0.0000
H -24.103 10.204 22.713 0.3325 0.1257 0.2339 0.0000
H -25.125 8.603 21.124 0.4818 -0.1105 0.0595 0.0001
H -26.172 11.209 21.644 0.4258 0.3577 -0.2944 0.0000
H -26.926 9.994 20.603 0.0446 -0.3898 0.7773 0.0000
```
Forces are in eV/Å.

---

Computed, not measured: 2 unconnected molecules or ions with the total composition C5H14N at a distorted geometry, with ωB97M-V/def2-TZVPD.

Values from the calculation:
spin multiplicity: 1
total energy: -253.36535 hartree
orbital gap: 9.000 eV
E_LUMO: -5.61 eV
charge: +1
relative energy (zero: lowest compared OMol25 entry of this formula, charge and spin): 1.440 eV

```
20
Properties=species:S:1:pos:R:3:forces:R:3:nbo_charge:R:1
C 2.028 0.002 -0.505 1.0709 0.0874 0.1398 0.1606
N 3.183 -0.303 -0.963 -0.4279 -0.2990 -0.4673 -0.5840
H 1.610 -0.661 0.241 -0.4338 0.1383 -0.1270 0.2520
H 1.608 0.950 -0.812 -0.2575 -0.0339 0.2494 0.2463
H 3.661 0.276 -1.648 -0.0233 -0.0010 0.0546 0.4451
H 3.580 -1.221 -0.787 0.2138 0.1330 0.2115 0.4443
C -1.900 1.077 1.937 0.1455 0.2748 -0.1073 -0.6035
C -0.949 0.275 1.057 -0.2001 -0.5129 0.1855 -0.3898
C -1.572 -0.079 -0.295 0.3020 0.7366 0.1015 -0.4120
C -0.743 -0.968 -1.210 -0.2629 -0.2439 -0.5284 -0.6018
H -2.200 1.988 1.415 -0.1556 -0.0662 -0.0025 0.2093
H -1.424 1.404 2.860 0.0278 -0.1409 0.0750 0.2198
H -2.788 0.502 2.192 -0.0543 0.0100 -0.0325 0.2186
H -0.698 -0.669 1.559 0.1256 0.0874 0.0951 0.1936
H -0.022 0.847 0.960 0.0322 0.0330 -0.1599 0.1588
H -1.800 0.860 -0.807 -0.0079 -0.0375 -0.1269 0.2062
H -2.545 -0.533 -0.114 0.0169 -0.2289 0.0097 0.2240
H 0.132 -0.503 -1.686 0.0394 0.2686 0.2652 0.1610
H -1.336 -1.228 -2.085 -0.1028 -0.1992 0.0056 0.2455
H -0.422 -1.906 -0.755 -0.0479 -0.0058 0.1589 0.2061
```
Forces are in eV/Å.

---

Computed, not measured: a single C4H10O molecule, with ωB97M-V/def2-TZVPD.

Values from the calculation:
spin multiplicity: 1
total energy: -233.63640 hartree
orbital gap: 11.195 eV
E_LUMO: 1.03 eV
SMILES string: CC(C)CO
charge: 0
relative energy (zero: lowest compared OMol25 entry of this formula, charge and spin): 0.233 eV

```
15
Properties=species:S:1:pos:R:3:forces:R:3:nbo_charge:R:1
C -0.242 -0.341 0.172 0.2347 0.1672 -0.1051 -0.2422
C 1.120 -0.461 -0.526 -0.2321 -0.0225 0.4199 -0.0517
C -0.043 0.025 1.640 -0.0308 -0.1892 -0.2853 -0.6051
C -1.115 0.694 -0.539 0.1235 -0.2983 0.1493 -0.6146
O 1.022 -0.899 -1.861 -0.0255 -0.0690 -0.4208 -0.7149
H -1.362 0.365 -1.546 -0.0854 0.0437 -0.1245 0.2042
H -0.735 -1.317 0.111 0.0467 0.0046 -0.0177 0.1996
H 1.732 -1.211 -0.019 -0.0009 0.0914 0.0357 0.1784
H 1.647 0.504 -0.475 -0.0274 -0.0583 0.0882 0.1502
H -1.002 0.086 2.147 -0.0708 0.0324 0.1186 0.2107
H 0.567 -0.722 2.143 0.0557 -0.0375 0.1123 0.2091
H 0.454 0.988 1.728 0.0730 0.1759 0.0619 0.2009
H 0.604 -0.205 -2.380 0.0148 -0.0426 -0.0215 0.4621
H -0.600 1.651 -0.595 0.0508 0.1646 -0.0084 0.1992
H -2.047 0.843 0.002 -0.1263 0.0375 -0.0027 0.2143
```
Forces are in eV/Å.